[1]
Entry from the OMol25 dataset: one molecule with the formula C20H22N4O3 (ωB97M-V/def2-TZVPD).

XYZ file:
```
49
Properties=species:S:1:pos:R:3:lowdin_charge:R:1
C -0.7377 -0.7173 3.2290 0.02
C 0.5498 -0.6741 3.5123 -0.15
C 1.6586 -0.4927 2.5148 -0.18
N 1.2103 -0.1501 1.1803 -0.08
C 0.8059 1.2304 1.0182 -0.16
C 1.9180 2.0961 0.4845 -0.15
C 1.7294 3.2208 -0.1817 0.03
C 0.9450 -1.1732 0.3219 -0.20
N 1.0783 -2.3860 0.8350 0.18
C 0.8242 -3.4685 0.0816 -0.21
C 0.9473 -4.7616 0.6257 -0.02
C 0.6461 -5.8492 -0.1479 -0.08
C 0.2227 -5.6993 -1.4790 -0.09
C 0.1055 -4.4559 -2.0387 -0.01
C 0.4092 -3.3227 -1.2658 -0.20
N 0.3519 -2.0882 -1.8044 0.20
C 0.6161 -1.0445 -1.0751 -0.13
C 0.5732 0.2600 -1.8452 -0.13
C 0.8584 0.0134 -3.2435 -0.19
N 1.0938 -0.1483 -4.3490 0.19
C -0.8300 0.8764 -1.7921 -0.48
O -1.8168 0.3031 -1.4219 0.15
O -0.7876 2.1344 -2.2226 0.02
C -2.0117 2.8620 -2.2556 -0.11
C -2.5387 3.1797 -0.8582 -0.20
O -1.5692 3.9295 -0.1640 -0.21
C -1.9510 4.2362 1.1528 -0.10
H -1.4807 -0.8638 3.9939 0.05
H -1.1083 -0.6280 2.2212 0.06
H 0.8934 -0.7836 4.5325 0.10
H 2.2214 -1.4282 2.4497 0.12
H 2.3355 0.2966 2.8610 0.13
H 0.5228 1.6013 2.0116 0.13
H -0.0861 1.3126 0.3952 0.11
H 2.9157 1.7377 0.7056 0.11
H 2.5562 3.8188 -0.5254 0.06
H 0.7415 3.5885 -0.4060 0.05
H 1.2649 -4.8612 1.6520 0.11
H 0.7310 -6.8437 0.2660 0.10
H -0.0085 -6.5799 -2.0600 0.10
H -0.2127 -4.3109 -3.0590 0.11
H 1.3006 0.9947 -1.4828 0.13
H -2.7664 2.2873 -2.8012 0.14
H -1.7686 3.7828 -2.7865 0.14
H -3.4735 3.7520 -0.9579 0.13
H -2.7614 2.2481 -0.3184 0.12
H -1.1281 4.7967 1.5911 0.09
H -2.8615 4.8466 1.1684 0.09
H -2.1278 3.3251 1.7376 0.09
```

SMILES: C=CCN(CC=C)c1nc2ccccc2nc1[C@@H](C#N)C(=O)OCCOC
Kohn-Sham gap: 8.172 eV
strongest force on any atom: 1.03 eV Å⁻¹
net charge: 0
LUMO: 0.06 eV
HOMO energy: -0.298 Ha
DFT total energy: -33197.97414 eV
2S+1: 1
energy relative to the best compared isomer or geometry (same formula, charge and spin): 466.2 kJ/mol

[2]
Entry from the OMol25 dataset: one molecule with the formula C20H22N4O3S (ωB97M-V/def2-TZVPD).

XYZ file:
```
50
Properties=species:S:1:pos:R:3:lowdin_charge:R:1
C 5.0281 3.3489 0.8604 0.03
C 3.7979 3.2500 0.3958 -0.16
C 2.5943 3.1071 1.2814 -0.18
N 2.0231 1.7703 1.1658 0.01
C 1.1673 1.4538 0.1565 -0.55
S 0.7304 2.7312 -0.9723 1.04
C -0.1083 1.7958 -2.2880 -0.34
C -1.6118 1.6267 -2.0927 -0.56
O -2.4089 2.0513 -2.9037 0.05
N -1.9384 0.9868 -0.9574 0.07
C -3.2840 0.5400 -0.7047 -0.11
C -3.3760 -0.9979 -0.8140 -0.33
C -4.8216 -1.4567 -1.0381 -0.12
C -4.9636 -1.3795 -2.5645 -0.14
C -3.5074 -1.3368 -3.0703 -0.18
O -2.6682 -1.4780 -1.9358 -0.12
N 0.6348 0.2888 -0.0357 0.09
C 0.9879 -0.6887 0.8332 -0.14
C 1.8584 -0.4587 1.8953 -0.09
N 2.0200 -1.6158 2.6086 0.15
C 1.2670 -2.5958 2.0252 -0.19
C 1.1050 -3.9291 2.3842 -0.02
C 0.2707 -4.7039 1.6074 -0.09
C -0.3929 -4.1790 0.4937 -0.09
C -0.2418 -2.8617 0.1234 -0.01
C 0.5939 -2.0566 0.8970 -0.09
C 2.4410 0.8264 2.1299 -0.35
O 3.1978 1.1364 3.0311 0.07
H 5.8779 3.4379 0.2054 0.06
H 5.2326 3.3438 1.9181 0.06
H 3.5962 3.2416 -0.6664 0.08
H 1.8263 3.8386 1.0150 0.09
H 2.8842 3.2289 2.3279 0.12
H 0.3747 0.8201 -2.3399 0.09
H 0.0676 2.3637 -3.2012 0.08
H -1.1801 0.5274 -0.4552 0.09
H -3.6027 0.8529 0.2944 0.13
H -3.9209 1.0160 -1.4537 0.12
H -2.9091 -1.4526 0.0660 0.14
H -5.5360 -0.8261 -0.5142 0.11
H -4.9372 -2.4837 -0.6924 0.11
H -5.4978 -2.2411 -2.9594 0.10
H -5.4966 -0.4796 -2.8662 0.11
H -3.2951 -0.3871 -3.5761 0.11
H -3.2665 -2.1578 -3.7486 0.12
H 2.6050 -1.7066 3.4221 0.17
H 1.6170 -4.3390 3.2416 0.11
H 0.1256 -5.7432 1.8624 0.10
H -1.0343 -4.8258 -0.0856 0.10
H -0.7504 -2.4556 -0.7375 0.10
```

SMILES: C=CCn1c(SCC(=O)NC[C@H]2CCCO2)nc2c([nH]c3ccccc32)c1=O
Kohn-Sham gap: 8.328 eV
strongest force on any atom: 1.27 eV Å⁻¹
net charge: 0
LUMO: 0.35 eV
HOMO energy: -0.293 Ha
DFT total energy: -44036.33747 eV
2S+1: 1
energy relative to the best compared isomer or geometry (same formula, charge and spin): 210.1 kJ/mol

[3]
Entry from the OMol25 dataset: one molecule with the formula C20H22N4S (ωB97M-V/def2-TZVPD).

XYZ file:
```
47
Properties=species:S:1:pos:R:3:lowdin_charge:R:1
S -2.6807 -0.1830 3.3018 0.66
C -2.0722 -0.4409 1.7895 -0.79
N -1.0822 -1.3569 1.6182 0.12
C -0.4309 -1.4350 0.5147 -0.26
C 0.5817 -2.4995 0.4158 -0.17
C 1.4512 -2.7130 1.4812 -0.02
C 2.3744 -3.7405 1.4287 -0.07
C 2.4273 -4.5725 0.3220 -0.08
C 1.5446 -4.3827 -0.7287 -0.07
C 0.6243 -3.3515 -0.6861 -0.04
N -0.6615 -0.6047 -0.5579 0.03
C 0.4048 -0.2930 -1.4896 -0.14
C 1.1648 0.9666 -1.0571 -0.12
C 1.9066 0.7641 0.2707 -0.13
N 2.6307 1.9482 0.6367 -0.10
C 2.1455 3.0119 1.3465 -0.07
C 3.1512 3.9331 1.3799 -0.16
N 4.2328 3.4640 0.7047 0.05
C 3.8922 2.2840 0.2717 -0.19
C -1.8203 0.1686 -0.5265 -0.13
C -2.5460 0.2569 0.6161 -0.18
C -3.8019 1.0634 0.7248 -0.19
C -3.9784 2.0199 -0.4459 -0.19
C -3.7076 1.2729 -1.7448 -0.19
C -2.2422 0.8468 -1.8000 -0.12
H 1.3867 -2.0693 2.3443 0.12
H 3.0506 -3.8969 2.2554 0.11
H 3.1472 -5.3760 0.2825 0.10
H 1.5685 -5.0435 -1.5824 0.11
H -0.0817 -3.2234 -1.4948 0.12
H 1.0990 -1.1338 -1.5176 0.12
H -0.0046 -0.1507 -2.4909 0.12
H 0.4744 1.8059 -0.9494 0.11
H 1.8873 1.2227 -1.8346 0.12
H 2.6118 -0.0684 0.1798 0.13
H 1.1959 0.5305 1.0691 0.13
H 1.1605 3.0118 1.7666 0.11
H 3.1676 4.8976 1.8454 0.09
H 4.5241 1.6324 -0.2989 0.12
H -4.6477 0.3708 0.7790 0.13
H -3.7796 1.6004 1.6756 0.08
H -3.2800 2.8546 -0.3534 0.12
H -4.9900 2.4265 -0.4424 0.11
H -4.3478 0.3897 -1.7916 0.12
H -3.9332 1.9003 -2.6087 0.11
H -1.6193 1.7289 -1.9787 0.12
H -2.0977 0.1627 -2.6406 0.12
```

SMILES: S=c1nc(-c2ccccc2)n(CCCn2ccnc2)c2c1CCCC2
Kohn-Sham gap: 7.710 eV
strongest force on any atom: 0.71 eV Å⁻¹
net charge: 0
LUMO: -0.12 eV
HOMO energy: -0.288 Ha
DFT total energy: -37893.14105 eV
2S+1: 1
energy relative to the best compared isomer or geometry (same formula, charge and spin): 0.0 kJ/mol

[4]
Entry from the OMol25 dataset: C20H22N5O4W as an isolated structure (ωB97M-V/def2-TZVPD).

XYZ file:
```
52
Properties=species:S:1:pos:R:3:lowdin_charge:R:1
W -0.2762 0.7832 -0.1643 1.77
C 0.4328 4.9124 1.6309 -0.05
O -0.9278 5.3047 1.4810 -0.05
C -1.8838 4.3610 1.3412 -0.21
C -3.1915 4.7547 1.6275 0.02
C -4.2587 3.8837 1.4985 -0.06
C -4.0596 2.5673 1.0949 -0.02
C -2.7718 2.1596 0.8054 -0.17
C -2.3576 0.7976 0.4115 -0.23
N -1.4646 0.1366 1.2865 -0.15
N -1.6377 -1.2231 1.4552 0.11
C -0.9098 -1.8742 0.6250 -0.38
O -0.1934 -1.1641 -0.2697 -0.21
C -0.8159 -3.3412 0.5940 -0.16
C -1.4091 -4.0915 1.6070 -0.02
C -1.3308 -5.4727 1.5738 -0.06
C -0.6640 -6.1104 0.5350 -0.07
C -0.0730 -5.3639 -0.4739 -0.07
C -0.1463 -3.9797 -0.4448 -0.04
C -1.7073 3.0551 0.8955 -0.20
O -0.5060 2.5440 0.4545 -0.24
H 0.9535 5.7996 1.9797 0.10
H 0.8593 4.5859 0.6831 0.09
H 0.5310 4.1156 2.3699 0.10
H -3.3413 5.7757 1.9520 0.13
H -5.2558 4.2321 1.7306 0.11
H -4.8865 1.8739 1.0216 0.12
H -3.0738 0.1635 -0.1061 0.14
H -1.9250 -3.5830 2.4099 0.12
H -1.7909 -6.0553 2.3604 0.11
H -0.6068 -7.1905 0.5124 0.11
H 0.4403 -5.8617 -1.2859 0.10
H 0.3038 -3.3897 -1.2324 0.10
C 4.9681 -1.3328 -1.8044 0.01
N 3.8331 -0.5923 -1.2776 -0.07
C 3.7643 -0.0095 0.0603 0.02
C 2.3840 0.5817 0.0041 -0.45
O 1.7127 1.1342 0.8911 0.00
N 1.8161 0.3761 -1.1926 0.08
C 2.6836 -0.3673 -1.9145 -0.36
N 2.3985 -0.8052 -3.1281 0.26
H 5.8283 -1.1455 -1.1678 0.10
H 5.2163 -0.9861 -2.8078 0.10
H 4.7705 -2.4053 -1.8164 0.11
H 4.5293 0.7522 0.2202 0.16
H 3.8329 -0.7616 0.8480 0.16
H 1.5031 -0.5770 -3.5284 0.13
H 3.0324 -1.3832 -3.6520 0.13
C -1.0004 1.0698 -2.1480 -0.23
H -1.1756 0.1054 -2.6342 0.02
H -0.2267 1.6023 -2.7103 0.01
H -1.9261 1.6396 -2.2014 0.02
```

Kohn-Sham gap (alpha / beta): 7.258 / 7.257 eV
strongest force on any atom: 0.47 eV Å⁻¹
net charge: +1
LUMO (alpha / beta): -3.39 / -3.39 eV
HOMO energy (alpha / beta): -0.391 / -0.391 Ha
DFT total energy: -38557.38683 eV
2S+1: 1
energy relative to the best compared isomer or geometry (same formula, charge and spin): 30.0 kJ/mol